Record 1
One molecule with the formula C2H2N2O3S in a non-equilibrium geometry, computed with ωB97M-V/def2-TZVPD.

```
! RIJCOSX wB97M-V def2-TZVPD def2/J DEFGRID3
* xyz 0 1
C 1.02 -1.00 -0.06
C -0.29 -1.38 -0.53
N 1.27 0.20 0.14
N -1.34 0.47 -0.03
O -0.92 -2.22 -1.03
O -0.02 1.27 1.93
O 0.32 2.39 -0.33
S -0.04 1.27 0.46
H 1.79 -1.89 0.21
H -1.79 0.89 -0.75
*
```

* energy relative to the best compared isomer or geometry (same formula, charge and spin): 400.60 kJ/mol
* largest force on an atom: 5.71 eV Å⁻¹
* Kohn-Sham gap: 8.24 eV
* HOMO: -10.451 eV

Record 2
One molecule with the formula C2H2N2O4 in a non-equilibrium geometry, computed with ωB97M-V/def2-TZVPD.

```
! RIJCOSX wB97M-V def2-TZVPD def2/J DEFGRID3
* xyz 0 1
O -0.23 1.51 1.44
C -0.14 1.09 0.32
C -0.59 -0.30 -0.09
N -0.33 -1.50 0.72
O 0.66 -2.12 0.46
N -2.24 -0.30 -0.03
O -2.71 -0.08 -1.12
O -2.78 -0.38 1.02
H 0.52 1.53 -0.60
H -0.47 -0.32 -1.21
*
```

* energy relative to the best compared isomer or geometry (same formula, charge and spin): 554.62 kJ/mol
* SMILES string: O=C[C@@H](N=O)[N+](=O)[O-]
* largest force on an atom: 3.36 eV Å⁻¹
* Kohn-Sham gap (spin up / spin down): 9.04 / 9.04 eV
* HOMO (spin up / spin down): -10.420 / -10.421 eV

Record 3
A 2-piece molecular cluster, C2H2N2O4 overall in a non-equilibrium geometry, computed with ωB97M-V/def2-TZVPD.

```
! RIJCOSX wB97M-V def2-TZVPD def2/J DEFGRID3
* xyz 0 1
H 0.16 1.51 0.00
N -0.33 0.61 0.00
C 0.40 -0.38 0.00
N 1.89 -0.28 0.00
O 2.34 0.85 0.00
O 2.52 -1.31 0.01
H 0.03 -1.40 0.00
O -2.59 -1.40 0.00
C -3.06 -0.36 0.00
O -3.56 0.67 0.01
*
```

* energy relative to the best compared isomer or geometry (same formula, charge and spin): 121.32 kJ/mol
* SMILES string: [H]/N=C\[N+](=O)[O-].O=C=O
* largest force on an atom: 1.79 eV Å⁻¹
* Kohn-Sham gap: 10.43 eV
* HOMO: -11.444 eV

Record 4
A 2-piece molecular cluster, C2H2N2OS overall in a non-equilibrium geometry, computed with ωB97M-V/def2-TZVPD.

```
! RIJCOSX wB97M-V def2-TZVPD def2/J DEFGRID3
* xyz 0 1
C -0.76 -0.97 0.17
C 2.69 0.55 0.11
N -1.57 -0.25 -0.28
N -2.16 0.75 -0.60
O 2.86 1.49 -0.57
S 2.40 -0.69 1.01
H -0.37 -1.52 1.06
H -3.08 0.65 -0.90
*
```

* energy relative to the best compared isomer or geometry (same formula, charge and spin): 272.75 kJ/mol
* largest force on an atom: 2.82 eV Å⁻¹
* Kohn-Sham gap: 9.28 eV
* HOMO: -8.746 eV

Record 5
One molecule with the formula C2H2N2OS in a non-equilibrium geometry, computed with ωB97M-V/def2-TZVPD.

```
! RIJCOSX wB97M-V def2-TZVPD def2/J DEFGRID3
* xyz 0 1
N 2.81 -0.18 -0.05
C 1.70 0.07 0.04
C 0.29 0.41 0.01
S -0.13 2.02 -0.02
N -0.53 -0.64 -0.02
O -1.90 -0.55 -0.03
H -0.18 -1.59 -0.03
H -2.06 0.46 0.09
*
```

* energy relative to the best compared isomer or geometry (same formula, charge and spin): 204.59 kJ/mol
* SMILES string: N#CC(=S)NO
* largest force on an atom: 1.90 eV Å⁻¹
* Kohn-Sham gap: 9.01 eV
* HOMO: -9.645 eV

Record 6
One molecule with the formula C2H2N2OS in a non-equilibrium geometry, computed with ωB97M-V/def2-TZVPD.

```
! RIJCOSX wB97M-V def2-TZVPD def2/J DEFGRID3
* xyz 0 1
C -0.69 1.14 -0.08
N 0.61 1.04 -0.03
O 1.16 0.10 0.66
C 0.66 -1.08 -0.01
N -0.57 -1.37 -0.14
S -1.71 -0.12 0.37
H -0.94 1.98 -0.60
H 1.48 -1.69 -0.17
*
```

* energy relative to the best compared isomer or geometry (same formula, charge and spin): 335.77 kJ/mol
* SMILES string: C1=NOC=NS1
* largest force on an atom: 6.33 eV Å⁻¹
* Kohn-Sham gap: 9.58 eV
* HOMO: -9.165 eV

Record 7
One molecule with the formula C2H2N2OS in a non-equilibrium geometry, computed with ωB97M-V/def2-TZVPD.

```
! RIJCOSX wB97M-V def2-TZVPD def2/J DEFGRID3
* xyz 0 1
S -1.93 -0.07 0.00
C -0.17 0.05 -0.04
C 0.63 1.13 -0.07
N 1.87 0.58 0.02
N 1.79 -0.69 0.07
O 0.48 -1.07 -0.03
H -1.95 1.27 0.43
H 0.63 2.15 -0.05
*
```

* energy relative to the best compared isomer or geometry (same formula, charge and spin): 224.24 kJ/mol
* SMILES string: Sc1cnno1
* largest force on an atom: 4.10 eV Å⁻¹
* Kohn-Sham gap: 9.93 eV
* HOMO: -9.533 eV

Record 8
One molecule with the formula C2H2N2OSi in a non-equilibrium geometry, computed with ωB97M-V/def2-TZVPD.

```
! RIJCOSX wB97M-V def2-TZVPD def2/J DEFGRID3
* xyz 0 1
N 2.89 1.08 -1.24
C 1.93 0.56 -1.09
O 0.43 -0.22 -0.82
Si -0.42 0.03 0.49
C -1.90 -1.04 0.14
N -2.81 -1.68 0.02
H -0.51 1.44 0.80
H 0.39 -0.16 1.70
*
```

* energy relative to the best compared isomer or geometry (same formula, charge and spin): 254.41 kJ/mol
* SMILES string: N#CO[SiH2]C#N
* largest force on an atom: 13.19 eV Å⁻¹
* Kohn-Sham gap: 10.17 eV
* HOMO: -11.887 eV